A molecular structure, C56H43Cl4N9OS2Sn, computed with ωB97M-V with the def2-TZVPD basis set.

Last column: Löwdin charge in e.
Cartesian coordinates (Å):
Sn (-0.685, 0.410, -0.022)  1.29
Cl (-8.073, -2.799, 3.052)  0.76
C (-6.853, -2.179, 2.027)  -0.65
C (-7.091, -1.027, 1.279)  -0.07
C (-6.111, -0.528, 0.453)  0.01
C (-4.872, -1.185, 0.320)  -0.15
C (-4.627, -2.300, 1.154)  -0.02
C (-5.606, -2.798, 1.982)  -0.07
C (-3.831, -0.706, -0.554)  -0.01
C (-2.838, -1.568, -1.023)  -0.30
C (-2.925, -2.988, -1.223)  0.02
C (-1.747, -3.373, -1.783)  0.01
C (-0.934, -2.195, -1.899)  -0.25
C (0.437, -2.198, -2.378)  0.01
C (0.810, -3.375, -3.180)  -0.20
C (-0.009, -3.701, -4.271)  -0.02
C (0.372, -4.670, -5.178)  -0.07
C (1.567, -5.354, -4.994)  -0.66
Cl (2.074, -6.517, -6.150)  0.74
C (2.347, -5.108, -3.869)  -0.08
C (1.973, -4.124, -2.977)  -0.03
C (1.352, -1.159, -2.231)  -0.19
N (1.059, 0.105, -1.732)  0.04
C (2.091, 0.895, -2.071)  -0.19
C (1.953, 2.342, -2.190)  0.01
C (2.436, 3.023, -3.369)  -0.16
C (2.655, 2.393, -4.610)  0.00
C (3.105, 3.105, -5.698)  -0.07
C (3.328, 4.476, -5.584)  -0.65
Cl (3.874, 5.360, -6.941)  0.76
C (3.100, 5.128, -4.375)  -0.07
C (2.661, 4.412, -3.287)  0.01
C (1.077, 3.056, -1.355)  -0.27
C (0.752, 2.945, 0.030)  -0.13
C (-0.541, 3.397, 0.143)  -0.08
C (-0.954, 3.743, -1.188)  -0.25
N (0.056, 3.669, -2.047)  0.21
C (-2.258, 3.717, -1.832)  -0.01
C (-3.108, 2.648, -1.622)  -0.22
C (-4.404, 2.489, -2.212)  0.02
C (-4.861, 1.261, -1.839)  0.00
C (-3.828, 0.684, -1.034)  -0.24
N (-2.800, 1.505, -0.881)  0.05
C (-2.451, 4.670, -2.921)  -0.18
C (-2.836, 4.239, -4.195)  -0.01
C (-2.846, 5.112, -5.264)  -0.08
C (-2.506, 6.444, -5.069)  -0.66
Cl (-2.485, 7.524, -6.404)  0.73
C (-2.158, 6.901, -3.802)  -0.08
C (-2.105, 6.015, -2.747)  0.00
C (3.151, 0.124, -2.659)  0.01
C (2.689, -1.142, -2.782)  0.04
N (-1.612, -1.123, -1.475)  -0.03
H (-8.050, -0.532, 1.357)  0.12
H (-6.314, 0.366, -0.119)  0.11
H (-3.636, -2.731, 1.186)  0.09
H (-5.415, -3.658, 2.610)  0.12
H (-3.796, -3.594, -1.041)  0.13
H (-1.457, -4.374, -2.059)  0.13
H (-0.921, -3.144, -4.440)  0.13
H (-0.249, -4.891, -6.035)  0.12
H (3.244, -5.690, -3.705)  0.12
H (2.563, -3.961, -2.085)  0.13
H (2.415, 1.348, -4.734)  0.12
H (3.276, 2.612, -6.645)  0.12
H (3.279, 6.192, -4.301)  0.12
H (2.512, 4.910, -2.339)  0.13
H (1.431, 2.679, 0.826)  0.06
H (-1.118, 3.551, 1.043)  0.12
H (-4.901, 3.227, -2.819)  0.13
H (-5.776, 0.775, -2.136)  0.12
H (-3.065, 3.194, -4.357)  0.12
H (-3.095, 4.759, -6.256)  0.11
H (-1.906, 7.942, -3.657)  0.11
H (-1.817, 6.368, -1.765)  0.13
H (4.114, 0.511, -2.950)  0.13
H (3.198, -1.962, -3.253)  0.12
N (-2.452, 0.089, 2.645)  0.03
N (-1.932, -0.900, 3.468)  -0.08
C (-1.097, -1.858, 3.018)  -0.87
N (-0.565, -2.647, 3.954)  0.12
S (-0.786, -2.174, 1.394)  0.63
H (-2.124, 0.995, 2.961)  0.09
H (-3.465, 0.068, 2.680)  0.10
H (-2.045, -0.803, 4.465)  0.16
H (-0.725, -2.520, 4.939)  0.12
H (0.057, -3.379, 3.657)  0.11
C (2.745, 6.004, 3.568)  -0.09
C (2.368, 4.548, 3.310)  -0.24
C (3.222, 3.592, 4.145)  -0.16
N (2.778, 2.200, 4.011)  0.03
C (2.742, 1.465, 2.894)  -0.85
S (1.506, 0.343, 2.652)  0.59
N (3.662, 1.610, 1.896)  0.10
C (5.000, 2.086, 1.809)  -0.39
O (5.396, 2.399, 0.715)  0.12
C (5.853, 2.022, 3.016)  -0.18
C (6.814, 3.013, 3.211)  -0.02
C (7.664, 2.943, 4.300)  -0.05
C (7.588, 1.862, 5.170)  -0.06
C (6.657, 0.856, 4.955)  -0.06
C (5.780, 0.938, 3.886)  -0.03
H (2.146, 6.664, 2.941)  0.08
H (3.797, 6.181, 3.340)  0.08
H (2.568, 6.275, 4.609)  0.08
H (2.508, 4.315, 2.250)  0.10
H (1.313, 4.388, 3.550)  0.11
H (3.143, 3.844, 5.201)  0.14
H (4.264, 3.689, 3.864)  0.10
H (2.062, 1.926, 4.663)  0.12
H (3.349, 1.229, 1.015)  0.11
H (6.878, 3.836, 2.510)  0.13
H (8.398, 3.721, 4.463)  0.11
H (8.270, 1.797, 6.007)  0.11
H (6.625, 0.000, 5.617)  0.11
H (5.060, 0.147, 3.713)  0.12

Frontier orbital gap (alpha / beta): 4.97 / 4.97 eV
E_HOMO (alpha / beta): -12.328 / -12.327 eV
Total charge: +2
Lowest unoccupied orbital energy (alpha / beta): -7.4 / -7.4 eV